Molecular formula: C7H19ClN3OP
Method: DFT, the ωB97M-V functional and the def2-TZVPD basis

The geometry in XYZ format:
```
32
C7H19ClN3OP the ωB97M-V functional and the def2-TZVPD basis
C 1.043 2.524 1.561
C 1.178 1.585 -0.684
C 0.775 -3.058 1.184
C 0.482 -1.933 -1.108
C -2.549 1.346 -1.641
C 0.729 1.304 0.745
C -0.188 -2.347 0.192
N -0.693 1.120 0.759
N -0.782 -1.247 1.008
N -1.208 -0.064 0.373
O -2.913 -1.351 -1.160
P -2.667 -0.086 -0.446
Cl -4.066 0.704 0.713
H 0.738 3.271 0.914
H 0.493 2.635 2.459
H 2.110 2.608 1.924
H 0.541 2.362 -0.973
H 1.062 0.847 -1.401
H 2.209 1.962 -0.597
H 1.539 -2.339 1.555
H 0.136 -3.286 2.035
H 1.324 -3.846 0.590
H 1.430 -1.415 -0.856
H -0.040 -1.265 -1.750
H 0.785 -2.857 -1.613
H -2.458 0.909 -2.693
H -3.529 1.878 -1.609
H -1.713 2.109 -1.423
H 1.181 0.473 1.165
H -1.032 -3.077 -0.028
H -1.113 1.286 1.768
H -1.462 -1.516 1.674
```

Expectation value of S²   2.005
HOMO energy (alpha / beta)   -3.1 / -10.2 eV
Energy relative to the best compared isomer or geometry (same formula, charge and spin)   274.75 kJ/mol
Gap between HOMO and LUMO (alpha / beta)   3.81 / 6.29 eV
Spin multiplicity   3

These are the Löwdin partial charges, in e, on atoms 1 to 5:
1. C -0.09
2. C -0.03
3. C -0.07
4. C -0.07
5. C -0.23



Molecular formula: AgCl4
Method: DFT, the ωB97M-V functional and the def2-TZVPD basis

The geometry in XYZ format:
```
5
AgCl4 the ωB97M-V functional and the def2-TZVPD basis
Ag 0.071 0.147 0.066
Cl 0.507 -2.789 -0.278
Cl 1.931 1.308 -1.863
Cl -2.557 0.802 -0.837
Cl 0.048 0.532 2.912
```

HOMO energy   1.5 eV
Charge   -3
Energy relative to the best compared isomer or geometry (same formula, charge and spin)   3.00 kJ/mol
Gap between HOMO and LUMO   7.27 eV

Here is what Löwdin gives for the atomic charges, in e:
1. Ag 0.24
2. Cl -0.83
3. Cl -0.81
4. Cl -0.79
5. Cl -0.80



> Which value of energy relative to the best compared isomer or geometry (same formula, charge and spin) does entry 2 give?

3.00 kJ/mol



> Number 1 is which compound?

C7H19ClN3OP



> Which value of energy relative to the best compared isomer or geometry (same formula, charge and spin) does entry 2 give?

3.00 kJ/mol